1.
85
Properties=species:S:1:pos:R:3:mulliken_charge:R:1 method="wB97M-V/def2-TZVPD" spin_multiplicity=1 homo_lumo_gap_ev=7.23 relative_energy_kj_mol=46.5 lumo_energy_ev=-1.241 charge=0
Pb -0.56 -2.29 1.66 0.834
C -0.28 3.84 3.87 -0.626
C -1.09 3.49 2.84 -0.366
C -0.69 3.18 1.42 -0.696
C 0.29 1.98 1.45 0.655
C 1.70 2.42 1.11 -0.619
C 2.25 3.61 1.42 -0.419
C 1.68 4.66 2.38 -0.927
C 1.20 4.20 3.80 -0.577
C 1.60 -2.69 1.91 -1.325
H -0.67 3.73 4.90 0.381
H -2.18 3.32 2.97 0.320
H -0.25 4.03 0.90 0.524
H -1.58 2.98 0.80 0.212
H 0.19 1.43 2.41 -0.031
H -0.06 1.24 0.71 -0.059
H 2.30 1.64 0.64 0.406
H 3.18 3.95 0.88 0.322
H 0.81 5.20 1.94 0.330
H 2.44 5.43 2.51 0.468
H 1.75 3.30 4.16 0.307
H 1.45 5.00 4.51 0.422
H 1.85 -3.00 2.94 0.379
H 2.21 -1.83 1.57 0.272
H 1.84 -3.54 1.24 0.378
P 1.34 -1.43 -2.79 0.325
P -1.99 -1.10 -2.79 -0.067
N 2.56 -0.22 -2.90 0.555
N 2.33 -2.64 -3.79 0.316
N -2.07 0.61 -3.16 0.341
N -3.58 -1.52 -3.55 0.285
C 0.39 -0.80 -4.24 -0.400
C -1.00 -1.46 -4.33 -1.319
C 3.64 -0.27 -2.00 -0.630
C 4.64 0.57 -2.48 -0.700
C 4.16 1.17 -3.70 -0.711
C 2.90 0.66 -3.94 -0.207
C 2.76 -3.85 -3.25 -0.526
C 3.11 -4.68 -4.29 -0.534
C 2.92 -3.96 -5.51 -0.801
C 2.53 -2.68 -5.17 -0.180
C -1.77 1.60 -2.20 -0.704
C -1.40 2.77 -2.85 -0.185
C -1.53 2.53 -4.27 -1.205
C -1.96 1.22 -4.42 -0.198
C -4.38 -0.83 -4.47 -0.184
C -5.45 -1.64 -4.85 -0.661
C -5.29 -2.89 -4.17 -0.520
C -4.14 -2.80 -3.41 -0.463
H 0.87 -0.98 -5.21 0.149
H 0.29 0.29 -4.11 0.264
H -1.50 -1.13 -5.26 0.370
H -0.92 -2.56 -4.43 0.615
H 3.59 -0.88 -1.11 0.513
H 5.61 0.71 -2.03 0.444
H 4.67 1.88 -4.35 0.414
H 2.20 0.88 -4.75 0.442
H 2.76 -3.98 -2.17 0.377
H 3.47 -5.70 -4.20 0.412
H 3.03 -4.32 -6.51 0.436
H 2.36 -1.82 -5.79 0.437
H -1.85 1.36 -1.14 0.537
H -1.10 3.70 -2.39 0.473
H -1.35 3.23 -5.09 0.416
H -2.11 0.67 -5.35 0.481
H -4.10 0.16 -4.80 0.440
H -6.24 -1.35 -5.52 0.434
H -5.96 -3.74 -4.22 0.404
H -3.63 -3.52 -2.79 0.348
O -0.68 -1.09 3.63 -0.629
C -1.01 -2.07 4.47 0.705
O -1.17 -3.28 4.07 -0.774
C -1.13 -1.61 5.90 -0.033
C -1.59 -2.39 6.99 -0.349
C -1.73 -1.84 8.27 -0.450
C -1.26 -0.52 8.51 0.048
C -0.87 0.29 7.42 -0.561
C -0.80 -0.27 6.16 -0.289
N -1.04 -0.02 9.83 0.918
O -1.36 -0.72 10.83 -0.569
O -0.51 1.12 9.90 -0.562
H -1.84 -3.43 6.85 0.436
H -2.14 -2.42 9.11 0.422
H -0.59 1.33 7.56 0.470
H -0.47 0.36 5.35 0.621

=====

2.
18
Properties=species:S:1:pos:R:3:mulliken_charge:R:1 method="wB97M-V/def2-TZVPD" spin_multiplicity=1 homo_lumo_gap_ev=7.26 relative_energy_kj_mol=95.6 lumo_energy_ev=3.546 charge=-1
C 1.21 0.43 -1.64 0.061
C 2.31 0.92 -2.59 -1.108
C 1.56 0.87 -0.21 -1.103
H 0.28 0.94 -1.86 0.201
H 1.25 -0.66 -1.78 0.180
H 1.89 1.27 -3.56 0.301
H 2.81 0.11 -3.14 0.302
H 1.91 1.90 -0.02 0.366
H 0.78 0.72 0.54 0.189
H 2.85 1.78 -2.25 0.308
H 2.42 0.28 0.15 0.269
C -2.15 0.01 0.26 -0.632
C -1.35 -0.78 1.38 0.533
O -1.63 -0.35 2.53 -0.753
O -0.47 -1.61 1.08 -0.687
H -2.53 0.88 0.77 0.235
H -2.97 -0.63 -0.10 0.294
H -1.50 0.15 -0.60 0.042

=====

3.
54
Properties=species:S:1:pos:R:3:mulliken_charge:R:1 method="wB97M-V/def2-TZVPD" smiles="COCCCNC(=O)c1c[nH]c2ccc(S(=O)(=O)N3CCc4ccccc43)cc2c1=O" spin_multiplicity=1 homo_lumo_gap_ev=8.18 relative_energy_kj_mol=141.5 lumo_energy_ev=-0.189 charge=0
C 2.29 2.23 0.53 -0.691
O 3.45 1.53 0.92 -0.281
C 4.67 2.14 0.58 -0.709
C 5.01 2.13 -0.92 -0.496
C 5.32 0.72 -1.44 -0.993
N 4.21 -0.17 -1.24 -0.115
C 4.21 -1.09 -0.26 0.333
O 5.20 -1.44 0.36 -0.767
C 2.87 -1.70 0.02 -0.414
C 2.85 -2.65 0.99 -0.302
N 1.73 -3.27 1.42 -0.001
C 0.51 -2.95 0.89 0.168
C -0.66 -3.58 1.35 -1.165
C -1.88 -3.24 0.81 -0.490
C -1.95 -2.28 -0.19 -0.122
S -3.54 -1.87 -0.90 1.471
O -3.58 -2.32 -2.26 -0.758
O -4.56 -2.32 0.00 -0.668
N -3.46 -0.20 -0.94 0.258
C -3.78 0.54 -2.16 -0.803
C -4.52 1.82 -1.70 -0.604
C -4.42 1.75 -0.21 0.553
C -4.83 2.65 0.75 -0.629
C -4.64 2.34 2.09 -0.514
C -4.06 1.14 2.46 -0.790
C -3.63 0.23 1.50 -0.551
C -3.83 0.55 0.17 0.281
C -0.82 -1.65 -0.65 -0.520
C 0.43 -1.97 -0.11 0.223
C 1.63 -1.28 -0.61 1.520
O 1.55 -0.42 -1.49 -0.857
H 2.11 2.15 -0.55 0.267
H 2.36 3.28 0.81 0.346
H 1.46 1.76 1.05 0.192
H 4.67 3.18 0.94 0.419
H 5.42 1.57 1.12 0.353
H 5.88 2.77 -1.08 0.414
H 4.17 2.55 -1.49 0.287
H 6.17 0.30 -0.90 0.457
H 5.57 0.77 -2.51 0.325
H 3.31 0.08 -1.63 0.282
H 3.79 -2.94 1.46 0.491
H 1.78 -3.97 2.14 0.222
H -0.58 -4.33 2.13 0.357
H -2.79 -3.70 1.15 0.567
H -4.39 -0.09 -2.81 0.418
H -2.85 0.77 -2.68 0.231
H -4.04 2.71 -2.10 0.327
H -5.56 1.83 -2.02 0.289
H -5.30 3.59 0.47 0.436
H -4.96 3.03 2.85 0.388
H -3.92 0.91 3.50 0.402
H -3.19 -0.71 1.78 0.383
H -0.88 -0.91 -1.43 0.582

=====

4.
16
Properties=species:S:1:pos:R:3:mulliken_charge:R:1 method="wB97M-V/def2-TZVPD" smiles=C[C@@H]1C[C@@](N)(O)O1 spin_multiplicity=1 homo_lumo_gap_ev=10.70 relative_energy_kj_mol=195.9 lumo_energy_ev=0.981 charge=0
C 1.34 0.97 1.37 -1.447
C 0.10 0.93 0.50 0.518
C -0.72 -0.35 0.57 -0.945
C -0.62 -0.52 -0.94 0.913
N -0.35 -1.79 -1.40 -0.467
O -1.52 0.11 -1.75 -0.591
O 0.45 0.75 -0.88 -0.668
H 1.97 0.11 1.12 0.323
H 1.06 0.92 2.43 0.355
H 1.91 1.88 1.20 0.337
H -0.52 1.83 0.68 0.281
H -0.19 -1.14 1.11 0.303
H -1.74 -0.29 0.93 0.272
H -0.37 -1.96 -2.39 0.236
H 0.21 -2.42 -0.84 0.187
H -1.02 0.96 -1.71 0.392

=====

Copy entry 3 word for word.
54
Properties=species:S:1:pos:R:3:mulliken_charge:R:1 method="wB97M-V/def2-TZVPD" smiles="COCCCNC(=O)c1c[nH]c2ccc(S(=O)(=O)N3CCc4ccccc43)cc2c1=O" spin_multiplicity=1 homo_lumo_gap_ev=8.18 relative_energy_kj_mol=141.5 lumo_energy_ev=-0.189 charge=0
C 2.29 2.23 0.53 -0.691
O 3.45 1.53 0.92 -0.281
C 4.67 2.14 0.58 -0.709
C 5.01 2.13 -0.92 -0.496
C 5.32 0.72 -1.44 -0.993
N 4.21 -0.17 -1.24 -0.115
C 4.21 -1.09 -0.26 0.333
O 5.20 -1.44 0.36 -0.767
C 2.87 -1.70 0.02 -0.414
C 2.85 -2.65 0.99 -0.302
N 1.73 -3.27 1.42 -0.001
C 0.51 -2.95 0.89 0.168
C -0.66 -3.58 1.35 -1.165
C -1.88 -3.24 0.81 -0.490
C -1.95 -2.28 -0.19 -0.122
S -3.54 -1.87 -0.90 1.471
O -3.58 -2.32 -2.26 -0.758
O -4.56 -2.32 0.00 -0.668
N -3.46 -0.20 -0.94 0.258
C -3.78 0.54 -2.16 -0.803
C -4.52 1.82 -1.70 -0.604
C -4.42 1.75 -0.21 0.553
C -4.83 2.65 0.75 -0.629
C -4.64 2.34 2.09 -0.514
C -4.06 1.14 2.46 -0.790
C -3.63 0.23 1.50 -0.551
C -3.83 0.55 0.17 0.281
C -0.82 -1.65 -0.65 -0.520
C 0.43 -1.97 -0.11 0.223
C 1.63 -1.28 -0.61 1.520
O 1.55 -0.42 -1.49 -0.857
H 2.11 2.15 -0.55 0.267
H 2.36 3.28 0.81 0.346
H 1.46 1.76 1.05 0.192
H 4.67 3.18 0.94 0.419
H 5.42 1.57 1.12 0.353
H 5.88 2.77 -1.08 0.414
H 4.17 2.55 -1.49 0.287
H 6.17 0.30 -0.90 0.457
H 5.57 0.77 -2.51 0.325
H 3.31 0.08 -1.63 0.282
H 3.79 -2.94 1.46 0.491
H 1.78 -3.97 2.14 0.222
H -0.58 -4.33 2.13 0.357
H -2.79 -3.70 1.15 0.567
H -4.39 -0.09 -2.81 0.418
H -2.85 0.77 -2.68 0.231
H -4.04 2.71 -2.10 0.327
H -5.56 1.83 -2.02 0.289
H -5.30 3.59 0.47 0.436
H -4.96 3.03 2.85 0.388
H -3.92 0.91 3.50 0.402
H -3.19 -0.71 1.78 0.383
H -0.88 -0.91 -1.43 0.582